[1]
ORCA calculation (ωB97M-V/def2-TZVPD) on C24H46N4O6S2 as an isolated structure at a distorted geometry.

XYZ file:
```
82
Properties=species:S:1:pos:R:3:forces:R:3:nbo_charge:R:1
C -2.833317 -0.917496 -3.940023 -4.18 5.21 -10.48 -0.542
H -2.387859 -1.359367 -4.849571 0.42 0.20 0.54 0.210
H -2.348852 -1.112022 -3.187001 5.20 -1.85 7.88 0.182
C -4.229902 -1.390291 -3.908805 2.04 -1.24 5.71 -0.385
C -5.026081 -0.537181 -2.855534 -0.02 -10.79 0.00 -0.412
H -6.044919 -0.855103 -2.948342 -0.97 1.10 -0.54 0.211
H -4.795864 0.342757 -2.566932 1.29 6.61 0.53 0.185
C -4.777663 -1.328257 -1.509718 -2.88 0.30 1.10 -0.213
N -3.459371 -1.109788 -0.869366 -2.21 2.45 1.44 -0.486
C -2.680239 -2.137379 -0.797092 6.24 -9.59 -1.72 0.782
O -2.899740 -3.470347 -1.281542 -0.21 6.77 2.21 -0.786
N -1.275230 -1.989982 -0.387271 -9.02 7.57 1.26 -0.676
H -1.074023 -0.793085 -0.150387 0.85 -5.13 -0.71 0.442
C -0.378334 -3.024707 -0.420905 3.45 4.75 0.39 -0.253
H 0.260108 -2.859148 0.420455 0.34 -0.61 1.46 0.172
H -0.792517 -3.936802 -0.398810 -1.35 -3.23 -0.68 0.253
C 0.497033 -2.488756 -1.489209 1.27 -10.35 -5.39 -0.313
H 0.776109 -1.527568 -1.484849 0.65 3.51 0.26 0.197
H -0.066468 -2.897839 -2.648457 1.59 1.90 3.34 0.186
C 1.883227 -3.470511 -1.492542 1.94 9.65 -2.02 -0.354
H 1.753771 -4.404040 -1.606535 -1.71 -6.94 -0.57 0.169
C 2.852270 -3.112433 -0.287121 -3.43 2.42 -1.86 -0.374
H 2.555515 -2.030673 -0.182364 0.75 -0.72 0.41 0.184
C 4.284378 -3.227013 -0.556737 -6.11 5.80 -0.72 -0.467
C 5.189096 -2.554781 0.143068 -2.61 3.40 13.51 -0.121
N 4.734436 -1.128490 0.615395 1.35 2.60 -3.31 -0.701
C 3.940898 -0.610770 1.746881 7.60 -17.90 -1.75 0.812
O 3.819850 -1.594140 2.555076 -0.55 3.09 0.96 -0.711
N 3.337676 0.399772 1.672078 -5.86 11.75 -3.69 -0.444
C 3.122906 1.120533 0.345467 3.16 -2.81 -3.76 -0.265
H 3.125008 0.304907 -0.629757 -0.50 1.83 3.18 0.235
H 2.290161 1.734814 0.157089 -1.67 0.03 0.90 0.240
C 4.311079 2.037139 0.010533 2.19 1.23 4.68 -0.385
C 4.419522 2.671614 -1.392947 -3.37 -8.76 0.63 -0.418
C 4.904796 1.521751 -2.358495 -1.10 -6.33 14.27 -0.560
H 5.811137 0.884416 -2.159224 -0.47 1.27 0.48 0.201
H 4.185768 0.714549 -2.611092 -0.55 0.00 1.37 0.196
H 4.922763 1.737844 -3.180580 1.45 5.70 -16.07 0.165
H 3.428729 2.850918 -1.742760 -0.46 1.40 -0.26 0.220
H 5.184476 3.233767 -1.450360 4.48 5.41 -0.13 0.215
H 4.118099 2.952642 0.819675 1.01 -1.96 -1.89 0.178
H 5.368685 1.414887 0.490489 -2.91 2.23 -1.89 0.221
C 2.532858 0.767863 2.750979 -2.57 -1.41 2.05 -0.045
C 1.174147 0.075782 2.777445 0.97 -1.34 -10.65 -0.555
H 0.838813 -0.150416 3.608314 -3.39 -1.43 8.41 0.211
H 1.093034 -0.944916 2.210344 0.73 1.73 0.84 0.271
S -0.101285 1.071299 1.774364 0.69 -3.16 -2.93 1.988
O -1.461228 0.989883 2.364676 2.64 -1.20 0.22 -0.920
O 0.104553 0.552173 0.184800 -0.72 1.60 5.66 -0.961
C 0.927160 2.496131 2.111552 -11.22 4.24 -2.32 -0.626
C 2.075706 2.220443 2.744960 4.82 -1.53 4.99 -0.500
H 1.940518 2.429118 3.807991 0.48 0.40 0.02 0.249
H 2.767211 2.848426 2.313272 2.25 1.39 -0.24 0.249
H 0.852469 3.134122 1.233507 0.58 -0.22 -0.23 0.286
H -0.052659 3.154540 2.764319 3.13 -1.88 -1.44 0.289
H 2.954319 0.265179 3.682636 0.20 1.59 -0.94 0.286
H 4.874969 -0.454972 -0.196371 -0.24 -1.14 1.63 0.358
H 4.993327 -3.065315 1.431606 0.90 1.16 -3.17 0.176
H 6.154195 -2.701728 0.146885 5.09 -0.05 -0.93 0.212
H 4.289993 -2.700109 -1.411679 -0.05 1.89 -4.31 0.191
H 4.466885 -4.047156 -0.881658 2.96 -10.50 -3.08 0.216
H 2.454889 -3.561089 0.557231 -0.33 -1.23 1.99 0.203
H 2.371155 -3.140756 -2.585997 -0.65 -0.74 2.82 0.164
C -3.097132 0.110464 -0.027170 -9.13 2.06 -10.03 0.071
C -2.522966 1.207308 -1.004972 1.17 -4.90 -1.24 -0.840
H -1.492303 0.936980 -1.187346 0.43 0.46 -0.20 0.333
H -3.027579 1.355665 -1.929248 -0.71 -0.25 -0.60 0.288
S -2.650544 2.499384 -0.086716 2.25 9.56 4.46 2.166
O -2.988536 3.751159 -0.820771 0.00 -2.74 0.77 -0.914
O -1.455730 2.717460 0.830691 -2.06 0.55 -3.08 -1.005
C -3.908584 1.966448 1.105095 -4.98 8.11 -4.53 -0.550
C -4.509901 0.889995 0.464780 5.37 1.43 -5.37 -0.394
H -5.000881 1.253650 -0.421001 -0.40 -0.31 -0.51 0.208
H -4.940291 0.155568 0.833856 -4.79 -5.98 4.42 0.219
H -4.610146 3.084235 1.260616 1.91 -3.48 -0.54 0.232
H -3.389025 1.898147 1.878222 4.09 -1.23 6.96 0.229
H -2.485211 -0.110868 0.630521 5.30 -2.05 6.69 0.196
H -4.932792 -2.445791 -1.526826 0.55 1.27 -0.54 0.274
H -5.777971 -0.975448 -0.979005 2.55 -0.48 0.52 0.187
H -4.727774 -1.300428 -4.740462 -2.19 0.18 -5.00 0.188
H -4.068254 -2.542270 -3.605411 -1.28 2.43 -0.43 0.226
H -2.869650 0.291978 -4.194334 0.49 -2.78 0.84 0.153
```
Positions in Å, forces in eV/Å.

For the max |F|, the calculation gives 19.529 eV Å⁻¹. As for the HOMO energy: -8.0 eV. Its HOMO-LUMO gap is 8.2 eV. Its net charge is 0. The total energy is -2407.93941 Eh. The spin multiplicity is 1.

***

[2]
ORCA calculation (ωB97M-V/def2-TZVPD) on a 6-piece molecular cluster, C24H46N7O10S2 overall at a distorted geometry.

XYZ file:
```
89
Properties=species:S:1:pos:R:3:forces:R:3:lowdin_charge:R:1
C 2.459793 -6.735676 2.050666 -0.72 1.17 -0.38 0.010
C 1.831307 -6.705751 0.560913 0.97 -4.30 -2.05 -0.353
O 1.857566 -7.713905 -0.191277 -0.15 4.38 3.42 0.104
O 1.203675 -5.522729 -0.008239 -2.29 -1.06 1.93 0.054
C -0.213342 -5.545666 0.216975 -2.15 0.36 -2.58 -0.303
O -1.029041 -5.220191 -0.678376 3.97 -1.41 3.76 0.074
C -0.779341 -6.048833 1.648864 0.30 1.11 0.76 -0.045
C -2.186999 -5.398277 1.981410 -4.50 0.06 0.22 -0.068
C -3.532360 -6.135675 1.789523 0.76 2.88 0.83 0.013
C -3.670247 -7.625587 1.238336 1.51 0.25 -0.06 -0.143
O -5.029255 -8.038572 0.987546 1.48 2.52 1.68 -0.171
O -5.030060 -9.321364 0.516443 0.44 -2.21 -1.08 -0.012
C -4.777648 -5.332559 2.166059 -0.40 -0.68 -0.34 0.024
N -4.912419 -4.045780 2.698465 2.30 -4.62 -1.84 0.084
N -3.712348 -3.510515 2.865036 2.26 0.72 0.88 -0.475
S -3.782380 -1.891188 3.592338 -0.29 0.33 0.61 0.845
C -2.438374 -4.006692 2.565479 1.26 -1.95 -1.57 -0.447
S -0.941826 -2.945428 2.884841 -0.87 -0.57 -0.87 0.790
H 3.402642 -7.374778 2.116525 -1.44 0.93 -0.48 0.108
H 2.657528 -5.657432 2.418559 -0.23 -1.80 -0.65 0.105
H 1.664344 -7.188932 2.734239 1.11 0.51 -0.96 0.085
H -0.046718 -5.700315 2.475003 -1.21 -0.58 -1.34 0.112
H -0.852967 -7.187897 1.691963 0.07 1.57 -0.27 0.143
H -3.022592 -7.737968 0.282739 -1.11 0.36 1.31 0.163
H -3.167894 -8.321112 2.022726 -0.89 1.01 -0.96 0.155
H -4.349498 -9.863458 0.983922 -0.59 0.67 0.11 0.119
H -5.782614 -5.872682 1.984742 1.81 1.09 0.37 0.150
H -3.672413 -2.129779 4.974293 -0.04 -0.51 -1.43 -0.064
H -0.427799 -2.730624 1.589954 -0.97 -0.44 1.00 -0.045
C -2.877418 -3.510028 -1.463763 -0.25 0.33 -0.01 -0.024
C -3.733413 -2.283424 -1.629488 -0.34 0.37 -0.16 -0.526
O -3.865893 -1.457310 -0.731920 0.04 -0.25 0.10 0.013
N -4.370271 -2.104384 -2.816891 0.32 -0.11 0.59 0.010
C -4.342269 -2.955067 -3.987918 -0.28 0.38 -0.12 -0.070
H -2.437853 -3.511303 -0.468197 -0.20 0.23 -0.18 0.050
H -3.486313 -4.410113 -1.574914 0.18 -0.05 -0.12 0.092
H -2.070214 -3.505538 -2.198320 -0.09 -0.20 0.06 0.095
H -4.924551 -1.259869 -2.850998 0.06 -0.10 -0.04 0.145
H -3.959706 -2.370207 -4.826883 0.01 -0.26 -0.12 0.088
H -5.365133 -3.267615 -4.208526 0.14 -0.17 -0.18 0.087
H -3.717649 -3.834466 -3.844670 -0.05 0.14 0.07 0.077
C -2.784050 0.844349 0.867658 -0.03 0.04 0.14 -0.019
C -1.280806 0.887817 0.914506 0.38 0.24 -0.11 -0.539
O -0.615646 -0.031460 1.386278 0.01 -0.27 0.10 -0.031
N -0.657390 1.987161 0.413874 -0.35 -0.67 0.42 0.018
C -1.254365 3.165677 -0.179808 0.46 0.10 -0.16 -0.056
H -3.132927 -0.091985 1.301662 0.16 0.11 -0.19 0.032
H -3.200833 1.671769 1.447067 -0.03 0.06 -0.16 0.090
H -3.128705 0.894602 -0.166828 -0.11 0.04 0.17 0.081
H 0.350799 1.942006 0.480845 -0.08 0.03 -0.06 0.132
H -0.871936 3.263897 -1.198268 -0.18 0.26 -0.02 0.069
H -0.944830 4.035681 0.403620 -0.19 0.13 -0.15 0.084
H -2.340982 3.112136 -0.202937 0.14 -0.10 0.07 0.080
C 1.946993 2.031695 -2.403438 -0.11 -0.14 0.06 -0.014
C 1.804919 3.466279 -2.838795 -0.05 0.62 -0.22 -0.553
O 0.715645 3.958692 -3.113571 -0.03 -0.21 0.16 0.007
N 2.931935 4.220721 -2.922896 -0.54 -0.45 0.13 0.014
C 4.297903 3.829866 -2.644180 0.07 0.36 -0.21 -0.077
H 0.963942 1.559958 -2.384428 0.06 0.17 -0.06 0.077
H 2.578799 1.486939 -3.108195 0.07 -0.03 0.19 0.087
H 2.373290 1.985161 -1.398353 0.16 -0.12 -0.11 0.081
H 2.756992 5.170384 -3.221178 0.10 -0.11 -0.01 0.138
H 4.683389 4.477181 -1.854406 0.25 -0.20 -0.05 0.076
H 4.887317 3.982840 -3.549689 0.21 -0.05 0.23 0.080
H 4.375321 2.790268 -2.331379 -0.16 0.11 -0.01 0.076
C 1.451026 2.033748 3.728146 -0.05 -0.14 0.06 -0.013
C 2.385398 3.023496 3.085305 0.51 0.10 -0.31 -0.559
O 3.332238 2.669751 2.394965 -0.24 -0.03 0.06 0.021
N 2.151607 4.348876 3.290780 -0.03 -0.46 -0.05 0.001
C 1.096106 4.964659 4.066312 0.32 0.34 -0.21 -0.078
H 1.763879 1.021020 3.474300 0.03 0.20 -0.08 0.083
H 1.480023 2.142923 4.814754 -0.18 0.03 -0.05 0.086
H 0.434461 2.184895 3.357402 -0.02 -0.04 0.17 0.072
H 2.819576 4.949696 2.828210 -0.08 -0.06 0.08 0.141
H 0.518436 5.613603 3.404335 -0.19 0.02 0.23 0.082
H 1.555810 5.572436 4.848661 -0.28 0.01 0.11 0.085
H 0.434822 4.229500 4.520410 0.14 0.02 -0.09 0.075
C 5.268190 8.640478 -4.595747 0.02 0.03 -0.14 -0.010
C 5.379245 7.620475 -3.494493 0.19 -0.48 0.11 -0.548
O 5.818609 6.494858 -3.692551 -0.14 0.18 -0.01 0.020
N 4.972825 7.981624 -2.246064 0.06 -0.08 -0.45 0.001
C 4.429981 9.250851 -1.810793 0.04 -0.33 0.39 -0.078
H 5.629320 8.206878 -5.528205 -0.02 -0.06 0.21 0.086
H 4.224752 8.933736 -4.731379 0.10 0.17 0.02 0.086
H 5.879820 9.514311 -4.360495 -0.18 0.06 -0.04 0.087
H 5.078050 7.245394 -1.561975 0.02 0.13 -0.06 0.135
H 5.077830 9.649862 -1.027315 -0.15 0.25 -0.04 0.085
H 3.435623 9.073654 -1.395026 -0.03 0.30 -0.01 0.083
H 4.359565 9.970335 -2.623876 0.05 -0.16 0.04 0.076
```
Positions in Å, forces in eV/Å.

For the max |F|, the calculation gives 5.644 eV Å⁻¹. As for the HOMO energy: -10.5 eV. Its HOMO-LUMO gap is 5.6 eV. Its net charge is +1. The total energy is -2873.69248 Eh. The spin multiplicity is 1.

***

Q: What is the max |F| in the second record?
A: 5.644 eV Å⁻¹